i | Below is a 2-piece molecular cluster, C3H9NO2S overall, with properties calculated with ωB97M-V/def2-TZVPD.

Last column: natural (NBO) charge in e.
CARTESIAN COORDINATES (ANGSTROEM)
C  -1.2539  -0.8206  -0.2751  -0.24
C  -2.5384  -0.2399  0.3369  -0.53
S  -4.0718  -1.0869  -0.1427  -0.77
N  -0.0132  -0.4557  0.4342  -0.68
C  0.9038  0.4911  -0.2700  0.16
O  1.6858  1.1775  0.5755  -0.93
H  -1.4289  -1.9013  -0.3229  0.17
H  -1.1340  -0.4623  -1.3094  0.16
H  -2.5728  0.8362  0.1106  0.17
H  -2.4336  -0.2507  1.4325  0.16
H  -0.2894  0.0538  1.2687  0.34
H  0.2624  1.1563  -0.9161  0.05
H  1.4675  -0.1356  -1.0125  0.05
H  3.1845  0.8795  0.4198  0.51
H  4.0536  0.0120  -0.4690  0.43
O  4.1783  0.7468  0.1393  -1.05

Summary:
Gap between HOMO and LUMO: 5.85 eV
Spin multiplicity: 1
Total charge: -2

=====

ii | Below is a 2-piece molecular cluster, C3H9NO2S overall, with properties calculated with ωB97M-V/def2-TZVPD.

Last column: natural (NBO) charge in e.
CARTESIAN COORDINATES (ANGSTROEM)
C  -1.0302  -0.1763  -0.5872  -0.23
C  -1.9434  0.4609  -1.6805  -0.51
S  -3.6633  0.3320  -1.0433  -0.77
N  0.4320  0.1120  -0.8197  -0.71
C  1.3299  -0.6436  0.1869  0.15
O  2.3863  -0.0273  0.7283  -0.90
H  -1.3352  0.0586  0.4368  0.18
H  -1.1842  -1.2399  -0.7966  0.17
H  -1.8338  0.0184  -2.6722  0.17
H  -1.4767  1.4659  -1.8610  0.15
H  0.4990  1.1244  -0.8111  0.33
H  1.6384  -1.5512  -0.4151  0.06
H  0.6606  -1.1575  0.9045  0.09
H  2.0403  0.0145  2.0816  0.50
H  1.6419  1.0803  3.1908  0.43
O  1.8385  0.1288  3.1577  -1.08

Summary:
Gap between HOMO and LUMO: 5.88 eV
Spin multiplicity: 1
Total charge: -2

=====

iii | Below is a 2-piece molecular cluster, C3H9NO2S overall, with properties calculated with ωB97M-V/def2-TZVPD.

Last column: natural (NBO) charge in e.
CARTESIAN COORDINATES (ANGSTROEM)
C  1.3174  0.3357  -0.5485  -0.24
C  1.5713  1.4022  -1.6237  -0.51
S  3.2673  1.3499  -2.4136  -0.80
N  -0.0659  -0.1014  -0.5214  -0.66
C  -0.4727  -0.9521  0.5868  0.14
O  -1.7138  -1.5077  0.4206  -0.94
H  1.9704  -0.4858  -0.8432  0.19
H  1.6663  0.7563  0.4102  0.13
H  1.4156  2.4294  -1.2951  0.17
H  0.9288  1.2203  -2.4918  0.18
H  -0.7236  0.6426  -0.6907  0.34
H  -0.5088  -0.2972  1.5012  0.04
H  0.2955  -1.7222  0.6685  0.09
H  -2.7010  -1.2849  1.5243  0.51
H  -2.8746  -0.6516  2.9944  0.43
O  -3.3721  -1.1335  2.3220  -1.06

Summary:
Gap between HOMO and LUMO: 5.88 eV
Spin multiplicity: 1
Total charge: -2

=====

Going by the energies, i is most stable and the next is 14.8 kJ/mol up.

=====

i | Below is a 2-piece molecular cluster, CH4ClO2P overall, with properties calculated with ωB97M-V/def2-TZVPD.

Last column: natural (NBO) charge in e.
CARTESIAN COORDINATES (ANGSTROEM)
C  0.2082  -2.0877  -0.5125  0.31
O  -0.5216  1.0803  1.4453  -0.99
O  0.4320  -1.2271  0.2637  -0.53
P  0.1820  2.0122  0.3046  0.90
Cl  -1.4415  2.2979  -0.8971  -0.36
H  -0.6916  -2.6789  -0.2502  0.11
H  0.8385  -2.3272  -1.3103  0.13
H  -0.5732  0.1696  1.1147  0.51
H  -0.3005  3.1342  1.0257  -0.08

Summary:
Gap between HOMO and LUMO: 9.64 eV
Spin multiplicity: 1
Structure (SMILES): OPCl.C=O
Total charge: 0

=====

ii | Below is a single CH4ClO2P molecule, with properties calculated with ωB97M-V/def2-TZVPD.

Last column: natural (NBO) charge in e.
CARTESIAN COORDINATES (ANGSTROEM)
C  -0.4091  1.5935  0.6807  -0.61
O  1.9977  0.6779  -0.0885  -1.06
O  0.7387  -1.3545  -1.2815  -1.00
P  1.3941  -0.6503  -0.0630  1.94
Cl  -0.7441  -0.1094  0.8874  0.06
H  -0.6749  2.2749  1.5419  0.24
H  -0.6026  1.7928  -0.3320  0.24
H  0.5297  1.8478  0.9178  0.25
H  1.6555  -0.9107  1.2037  -0.07

Summary:
Gap between HOMO and LUMO: 11.40 eV
Spin multiplicity: 1
Total charge: 0

=====

Going by the energies, i is most stable and the next is 101.1 kJ/mol up.

=====

i | Below is an isolated ion of composition C3H7OS2 and charge -1, with properties calculated with ωB97M-V/def2-TZVPD.

Last column: natural (NBO) charge in e.
CARTESIAN COORDINATES (ANGSTROEM)
C  -0.8906  -0.2717  0.1923  -0.46
C  -1.7027  1.0210  -0.1752  0.01
O  -1.1049  2.1102  -0.6449  -0.93
C  0.6035  -0.1528  -0.0856  -0.50
S  1.4210  -1.3813  0.9997  0.06
S  3.3678  -1.6984  0.1730  -0.21
H  -0.9350  -0.3132  1.3040  0.18
H  -1.2570  -1.1924  -0.2460  0.19
H  -2.3975  1.2811  0.6829  0.06
H  -2.5391  0.5928  -0.8207  0.04
H  0.6891  -0.2461  -1.1932  0.22
H  1.1210  0.7699  0.1477  0.23
H  3.6245  -0.5190  -0.3339  0.12

Summary:
Gap between HOMO and LUMO: 5.22 eV
Spin multiplicity: 1
Structure (SMILES): [O-]CCCSS
Total charge: -1

=====

ii | Below is an isolated ion of composition C3H7OS2 and charge -1, with properties calculated with ωB97M-V/def2-TZVPD.

Last column: natural (NBO) charge in e.
CARTESIAN COORDINATES (ANGSTROEM)
C  -0.3441  -0.6447  0.3519  -0.49
C  -0.9704  -0.1032  1.7866  0.02
O  -2.1753  0.3698  1.5829  -0.93
C  -0.1308  0.4714  -0.7092  -0.61
S  1.6387  0.7515  -0.7306  0.11
S  2.3737  1.0178  -2.5634  -0.17
H  -1.1289  -1.3891  0.2527  0.22
H  0.5469  -1.2799  0.5130  0.17
H  -0.7731  -1.0678  2.3493  0.05
H  -0.2916  0.6512  2.2772  0.06
H  -0.8573  1.1838  -0.2969  0.27
H  -0.4822  0.2366  -1.7108  0.21
H  2.5944  -0.1974  -3.1026  0.09

Summary:
Gap between HOMO and LUMO: 5.46 eV
Spin multiplicity: 1
Structure (SMILES): [O-]CCCSS
Total charge: -1

=====

Going by the energies, i is most stable and the next is 9.2 kJ/mol up.

=====

i | Below is a 5-piece molecular cluster, C2H15N2O4 overall, with properties calculated with ωB97M-V/def2-TZVPD.

Last column: natural (NBO) charge in e.
CARTESIAN COORDINATES (ANGSTROEM)
C  -1.1301  1.8061  -2.4562  -0.42
N  -1.2336  1.2349  -1.1181  -0.54
C  -0.2093  0.5436  -0.6653  0.40
N  -0.2910  -0.1034  0.5545  -0.74
H  -1.8938  1.3492  -3.1457  0.22
H  -0.0801  1.8226  -2.7264  0.22
H  -1.4590  2.8640  -2.3470  0.22
H  -2.2068  1.3069  -0.7205  0.45
H  0.7243  0.4914  -1.1671  0.24
H  -1.2120  -0.0854  1.0110  0.43
H  0.3643  -0.8494  0.7686  0.46
H  -4.0583  -0.3738  1.2214  0.51
H  -3.3505  -0.8434  -0.0415  0.48
O  -3.1126  -0.2449  0.6274  -0.97
H  1.0205  -2.3775  3.6598  0.49
H  2.1204  -1.1814  3.6398  0.50
O  1.6055  -1.7860  3.0697  -0.98
H  2.9610  0.2356  -0.3242  0.47
H  3.0671  1.6414  -0.1987  0.47
O  2.5256  0.9575  0.0143  -0.93
H  2.0838  -2.3212  -0.5786  0.48
H  2.0237  -2.3240  0.8704  0.51
O  1.7410  -1.7628  0.0522  -0.97

Summary:
Gap between HOMO and LUMO: 10.95 eV
Spin multiplicity: 1
Total charge: +1

=====

ii | Below is a 5-piece molecular cluster, C2H15N2O4 overall, with properties calculated with ωB97M-V/def2-TZVPD.

Last column: natural (NBO) charge in e.
CARTESIAN COORDINATES (ANGSTROEM)
C  1.1237  0.8366  2.0445  -0.41
N  -0.4589  0.0769  -1.1296  -0.73
C  -0.2363  0.1809  0.1710  0.38
N  0.4683  1.1282  0.7192  -0.53
H  2.0840  1.3210  2.0728  0.24
H  1.0939  -0.2280  2.2571  0.22
H  0.4165  1.2548  2.7640  0.22
H  -0.0301  0.6846  -1.8243  0.44
H  -0.9557  -0.7123  -1.4902  0.42
H  -0.5824  -0.6737  0.7571  0.26
H  1.0492  1.7146  0.1170  0.45
H  3.1474  2.6248  -0.7033  0.49
H  3.7076  1.2216  -0.8463  0.50
O  2.8996  1.7013  -0.6181  -0.97
H  -2.5947  -1.9887  1.1124  0.49
H  -2.7245  -1.1369  2.3674  0.49
O  -2.0502  -1.5243  1.7884  -0.96
H  -2.9510  -5.1426  -0.7398  0.47
H  -2.0100  -5.0563  0.3975  0.47
O  -2.1971  -4.6658  -0.4461  -0.94
H  -0.0665  3.2289  -1.8342  0.48
H  0.5291  2.7026  -3.1275  0.49
O  0.6117  2.6464  -2.1669  -0.96

Summary:
Gap between HOMO and LUMO: 11.61 eV
Spin multiplicity: 1
Total charge: +1

=====

Going by the energies, ii is most stable and the next is 95.3 kJ/mol up.